Here is a structure of composition C46H37BrN3O5P2Sn in a non-equilibrium geometry from OMol25. Energies are from wB97M-V/def2-TZVPD.

Calculated values
LUMO (spin up / spin down) ... -5.984 / -4.407 eV
Net charge ... +1
Kohn-Sham gap (spin up / spin down) ... 3.91 / 6.01 eV
E_tot ... -157456.0127 eV

Element x y z (Å)
Sn  0.286  -1.407  -1.156
O  0.041  0.221  3.336
C  1.331  0.085  3.691
C  1.696  0.343  5.011
C  3.007  0.186  5.407
C  3.988  -0.219  4.500
C  3.647  -0.435  3.186
C  2.320  -0.281  2.757
C  1.963  -0.463  1.355
O  0.761  -0.399  0.962
N  2.991  -0.570  0.495
N  2.683  -0.831  -0.728
C  3.665  -0.871  -1.612
C  3.535  -0.660  -2.988
C  4.630  -0.917  -3.852
C  4.495  -0.798  -5.200
C  3.249  -0.404  -5.755
C  2.172  -0.139  -4.965
C  2.265  -0.226  -3.542
O  1.296  0.054  -2.781
H  -0.032  -0.043  2.396
H  0.931  0.660  5.707
H  3.277  0.387  6.436
H  5.010  -0.352  4.827
H  4.387  -0.717  2.454
H  4.665  -1.096  -1.235
H  5.569  -1.235  -3.416
H  5.323  -1.022  -5.858
H  3.158  -0.328  -6.830
H  1.234  0.198  -5.386
C  -2.495  2.316  1.588
N  -1.803  1.734  0.437
P  -2.306  0.366  -0.434
C  -4.022  0.770  -0.910
C  -4.200  1.819  -1.813
C  -5.475  2.178  -2.213
C  -6.571  1.470  -1.738
C  -6.393  0.406  -0.866
C  -5.120  0.048  -0.449
C  -2.500  -1.072  0.662
C  -2.660  -2.264  -0.060
C  -2.760  -3.479  0.592
C  -2.680  -3.517  1.978
C  -2.513  -2.343  2.696
C  -2.421  -1.120  2.047
P  -0.614  2.412  -0.584
C  -1.145  4.133  -0.906
C  -2.462  4.564  -0.769
C  -2.787  5.890  -1.008
C  -1.814  6.788  -1.419
C  -0.507  6.354  -1.600
C  -0.174  5.035  -1.352
C  0.869  2.828  0.402
C  0.797  3.239  1.730
C  1.936  3.713  2.360
C  3.148  3.759  1.686
C  3.226  3.322  0.373
C  2.087  2.863  -0.269
H  -3.566  2.109  1.528
H  -2.354  3.395  1.597
H  -2.113  1.911  2.526
H  -3.333  2.339  -2.205
H  -5.611  3.003  -2.899
H  -7.566  1.733  -2.071
H  -7.247  -0.152  -0.505
H  -4.986  -0.785  0.226
H  -2.752  -2.223  -1.143
H  -2.897  -4.389  0.023
H  -2.741  -4.463  2.498
H  -2.452  -2.373  3.775
H  -2.303  -0.221  2.635
H  -3.240  3.867  -0.483
H  -3.807  6.225  -0.875
H  -2.074  7.819  -1.616
H  0.256  7.046  -1.931
H  0.843  4.705  -1.504
H  -0.133  3.188  2.278
H  1.871  4.062  3.382
H  4.029  4.130  2.192
H  4.174  3.344  -0.148
H  2.139  2.516  -1.295
Br  -0.548  -5.700  -2.778
C  0.413  -6.325  -1.264
C  0.397  -7.687  -1.004
C  0.996  -8.170  0.147
C  1.589  -7.299  1.048
C  1.604  -5.942  0.782
C  1.037  -5.437  -0.385
C  1.074  -3.960  -0.612
O  0.826  -3.199  0.362
O  1.324  -3.497  -1.754
H  -0.098  -8.357  -1.693
H  0.983  -9.232  0.351
H  2.023  -7.669  1.966
H  2.059  -5.244  1.472

What are the Löwdin partial charges on each atom? They are as follows, in elementary charge units: Sn 1.48; O 0.05; C -0.25; C 0.00; C -0.06; C -0.07; C -0.01; C -0.07; C -0.38; O -0.17; N 0.11; N -0.04; C -0.03; C -0.12; C -0.03; C -0.07; C -0.05; C 0.00; C -0.36; O -0.20; H 0.05; H 0.12; H 0.11; H 0.11; H 0.11; H 0.14; H 0.12; H 0.11; H 0.11; H 0.12; C -0.12; N -0.50; P 0.99; C -0.33; C -0.11; C -0.06; C -0.06; C -0.06; C -0.07; C -0.41; C -0.18; C -0.05; C -0.04; C -0.04; C -0.07; P 1.06; C -0.33; C -0.11; C -0.07; C -0.06; C -0.06; C -0.08; C -0.36; C -0.07; C -0.06; C -0.06; C -0.06; C -0.12; H 0.09; H 0.08; H 0.07; H 0.10; H 0.11; H 0.11; H 0.11; H 0.11; H 0.10; H 0.12; H 0.12; H 0.12; H 0.09; H 0.08; H 0.11; H 0.11; H 0.11; H 0.10; H 0.09; H 0.11; H 0.11; H 0.11; H 0.10; Br 0.80; C -0.59; C -0.12; C -0.07; C -0.07; C -0.02; C -0.17; C -0.68; O -0.08; O -0.14; H 0.10; H 0.11; H 0.11; H 0.12